# 1
DFT (ωB97M-V/def2-TZVPD) results for a cluster of 5 separate species, C19H34Cl6F8O in total at a distorted geometry.

Each line ends with the natural charge from an NBO analysis.
Element x y z (Å)
F: 0.76 -0.27 -0.87  -0.3113
C: 3.32 -0.76 2.37  -0.2822
H: -0.71 2.41 5.86  0.2085
C: 2.22 3.92 4.60  -0.3902
H: 4.97 4.92 4.43  0.1990
C: -3.86 -2.19 -1.11  -0.3987
Cl: -2.33 -0.12 3.83  0.0360
H: -3.91 -1.47 -1.93  0.1890
H: -3.27 -5.28 -3.80  0.1899
H: -0.23 -5.12 -3.49  0.2072
H: -1.49 0.06 -1.90  0.2108
H: -1.07 -6.19 -4.61  0.2071
H: -3.76 -4.32 -0.92  0.1980
C: -0.83 -0.53 -2.53  -0.1367
C: 1.16 2.77 4.77  -0.3919
C: -1.13 -5.23 -4.10  -0.5974
C: -5.08 -2.10 -0.16  -0.6111
H: 0.87 0.80 -5.74  0.1478
H: -2.53 -3.10 -3.49  0.1815
H: 2.97 3.51 2.51  0.1938
Cl: 4.43 -2.09 1.89  0.0143
H: -1.28 -4.43 -4.81  0.1972
F: -0.29 -2.05 -0.78  -0.3026
H: 1.56 1.96 5.38  0.1905
H: 1.83 -1.14 -2.99  0.1355
H: -2.29 -5.91 -2.43  0.1958
C: -2.37 -5.15 -3.21  -0.3852
C: 0.23 -1.21 -1.61  0.6146
H: -3.02 -1.92 -0.48  0.2011
C: 0.18 1.57 -5.40  0.5140
C: 3.36 3.65 3.52  -0.3866
C: -1.65 0.70 2.42  -0.2507
Cl: 1.69 -0.92 1.73  0.0207
H: -4.61 -3.87 -2.30  0.1951
H: 6.08 5.41 2.28  0.2105
H: 3.88 2.72 3.78  0.1914
Cl: 4.03 0.80 1.98  0.0241
F: 0.77 -2.70 -3.42  -0.3274
C: 1.25 -1.90 -2.46  0.5086
C: 5.35 4.60 2.32  -0.6033
F: -0.34 2.15 -6.47  -0.3100
H: -5.21 -1.10 0.24  0.2109
H: 5.91 3.68 2.46  0.1982
H: 1.75 4.87 4.34  0.1935
H: 1.02 2.35 3.78  0.1849
H: -0.56 0.67 2.39  0.2414
C: -0.14 3.25 5.46  -0.6103
Cl: -2.15 2.43 2.44  -0.0021
H: 4.78 4.53 1.39  0.2035
F: 0.95 2.51 -4.80  -0.3196
C: -0.87 0.96 -4.43  0.8456
H: 0.06 3.87 6.34  0.2053
F: -1.78 1.82 -3.92  -0.3161
C: -2.51 -3.79 -2.65  -0.3943
H: -1.42 -1.24 -3.11  0.2176
Cl: -2.36 0.06 0.87  -0.0233
H: 2.68 4.04 5.58  0.1951
H: -0.72 3.79 4.72  0.2092
H: -4.90 -2.64 0.76  0.2062
H: 3.20 -0.79 3.45  0.2268
F: 2.14 -2.61 -1.81  -0.3118
H: 3.84 5.68 3.37  0.1877
H: -6.02 -2.39 -0.64  0.2049
C: -3.72 -3.60 -1.74  -0.3923
F: -1.60 0.03 -5.06  -0.3240
H: -1.57 -3.51 -2.17  0.1938
C: 4.45 4.78 3.48  -0.3927
O: -0.12 0.34 -3.41  -0.5347

Values from the calculation:
charge: 0
HOMO-LUMO gap: 11.25 eV
SMILES string: FC(F)C(F)(F)COC(F)(F)C(F)F.ClC(Cl)Cl.ClC(Cl)Cl.CCCCCC.CCCCCC



# 2
DFT (ωB97M-V/def2-TZVPD) results for a structure of composition C19H34DyNO at a distorted geometry.

Each line ends with the Mulliken charge.
Element x y z (Å)
H: 1.55 1.13 1.39  0.0225
H: 2.21 -3.26 -0.41  0.3392
H: -3.39 2.54 0.82  0.3733
H: 0.06 -4.20 0.53  0.4566
H: 4.04 1.78 4.47  0.3673
H: -3.91 -0.21 -1.89  0.3769
C: -2.75 1.69 1.08  -1.6018
H: 1.80 2.76 3.73  0.3782
H: 1.38 -5.43 -1.39  0.3526
C: 1.32 -0.30 5.19  -0.6611
H: -0.85 -3.29 -0.69  0.2166
H: -0.50 4.09 0.00  0.3855
C: -0.98 0.52 -2.04  0.7369
C: 0.14 0.29 4.41  -0.6414
H: 1.66 -1.25 4.72  0.3219
H: 0.06 -2.43 0.56  0.0955
C: 2.34 1.95 3.18  -0.7656
H: 1.41 1.44 -3.16  0.3952
H: -0.13 1.29 4.82  0.3776
H: -2.86 -1.55 -1.49  0.2814
C: -1.84 1.35 -0.05  0.5696
H: -2.19 1.98 1.97  0.2623
C: -0.56 1.98 -0.34  0.5661
H: -0.22 3.12 1.45  0.3266
H: 1.05 3.28 0.25  0.3185
H: 1.30 -2.36 -1.61  0.1276
C: 1.35 -4.50 -1.96  -1.3540
C: -0.12 1.55 -1.66  0.7294
H: 1.82 2.46 -1.80  0.3544
Dy: 0.00 0.00 0.00  0.0738
H: 3.66 0.27 3.59  0.2596
O: -0.31 -0.23 2.16  -0.5507
H: -1.13 -1.34 -3.12  0.3294
H: 0.46 -4.53 -2.60  0.3370
C: -0.91 -0.29 -3.29  -1.5068
H: -0.73 -0.38 4.55  0.3322
H: 3.23 0.17 6.05  0.3305
H: 2.12 1.57 5.94  0.3018
H: 2.23 -4.47 -2.60  0.3627
H: -3.70 -0.69 -0.21  0.4139
C: -0.03 3.17 0.38  -1.1013
N: 1.42 1.14 2.41  0.3755
C: 1.30 -3.29 -1.02  0.0952
H: -1.64 0.07 -4.03  0.3632
H: 0.67 3.03 -3.00  0.3623
C: 0.41 0.39 2.93  0.6693
C: 3.21 1.13 4.13  -0.6529
C: 1.00 2.15 -2.44  -1.6617
H: 3.03 2.45 2.45  0.4038
H: -3.39 0.86 1.36  0.4339
C: -2.03 0.39 -1.04  0.4884
C: 0.07 -3.30 -0.10  -0.6814
C: 2.48 0.67 5.39  -0.6554
H: 0.94 -0.54 6.21  0.3718
C: -3.18 -0.56 -1.16  -1.5977
H: 0.07 -0.24 -3.76  0.3961

Values from the calculation:
charge: +2
2S+1: 6
HOMO-LUMO gap (alpha / beta): 8.29 / 8.29 eV



# 3
DFT (ωB97M-V/def2-TZVPD) results for an isolated molecule of C19H34N2O2.

Each line ends with the natural charge from an NBO analysis.
Element x y z (Å)
H: 0.83 -4.51 -1.90  0.2099
C: 1.44 -0.55 -0.47  0.6916
H: -3.07 1.19 -2.19  0.2100
C: -2.76 -1.35 0.98  -0.4904
H: 2.39 3.04 0.55  0.2013
C: -3.82 1.56 0.95  -0.4069
H: 1.07 -1.96 0.96  0.4291
H: 4.09 3.34 0.92  0.2013
H: -2.27 -3.16 -0.67  0.3930
H: -2.76 -1.00 -1.16  0.1949
H: 3.75 -0.43 -0.01  0.2056
C: -2.72 -0.41 -0.24  -0.3781
C: 0.51 -3.65 -1.31  -0.4184
H: 3.01 1.76 -1.45  0.2244
C: -4.31 2.89 0.38  -0.3973
H: -4.81 0.02 -0.20  0.1968
H: 1.69 1.33 2.44  0.2048
H: 4.15 3.12 -1.48  0.2038
H: 0.16 0.24 1.03  0.2302
C: 1.11 0.52 0.56  -0.5188
H: 5.84 1.74 -0.33  0.1889
C: 3.50 1.29 1.30  -0.2218
H: 5.18 0.66 -1.57  0.2108
H: -3.68 -1.95 0.95  0.2143
C: -1.56 -2.27 1.01  0.6980
C: 2.14 0.68 1.68  -0.3644
H: 0.97 1.46 0.03  0.2243
C: 4.94 1.23 -0.68  -0.3969
C: 3.82 2.25 -0.91  -0.4148
C: 4.37 0.35 0.43  -0.4082
C: -0.46 -4.12 -0.20  -0.2325
H: -4.14 3.64 -1.67  0.2112
C: 3.39 2.60 0.51  -0.4073
H: -5.40 2.89 0.30  0.1942
C: -3.68 2.91 -1.01  -0.4010
O: 1.65 -0.31 -1.64  -0.6520
O: -0.68 -2.18 1.84  -0.6659
H: -1.77 0.13 -0.24  0.2094
H: -2.79 1.67 1.29  0.1964
H: -2.76 -0.77 1.90  0.2333
C: -3.86 1.48 -1.50  -0.4032
H: 4.01 1.48 2.25  0.2033
H: -4.01 3.74 1.00  0.2108
H: -0.89 -5.08 -0.47  0.2024
H: 2.36 -2.61 -1.61  0.2321
C: 1.76 -2.95 -0.77  -0.2202
N: -1.54 -3.19 0.02  -0.6080
H: 2.35 -3.66 -0.18  0.1906
N: 1.48 -1.80 0.05  -0.6539
C: -3.88 0.58 -0.24  -0.2180
H: -0.02 -2.96 -1.97  0.2130
H: -4.81 1.38 -2.04  0.2045
H: 5.15 -0.13 1.02  0.2074
H: -2.62 3.15 -0.92  0.1976
H: 2.31 -0.29 2.15  0.2047
H: 0.08 -4.23 0.75  0.2216
H: -4.43 1.22 1.79  0.2123

Values from the calculation:
relative energy (zero: lowest compared OMol25 entry of this formula, charge and spin): 22.9 kJ/mol
charge: 0
HOMO-LUMO gap: 9.89 eV
SMILES string: O=C(CCC1CCCC1)NCCCNC(=O)CCC1CCCC1



# 4
DFT (ωB97M-V/def2-TZVPD) results for a cluster of 3 separate species, C19H34N2O7S2Si in total.

Each line ends with the natural charge from an NBO analysis.
Element x y z (Å)
C: -0.73 -2.81 0.25  -0.2057
H: -1.21 -3.61 0.80  0.2290
N: -0.96 -4.08 -1.75  -0.3605
C: 2.67 -0.05 -2.26  -0.0473
H: 5.87 -3.03 -1.73  0.2338
H: 3.55 3.68 0.04  0.2584
H: -1.32 5.35 -1.05  0.2285
N: 0.28 -2.01 -3.20  -0.3999
C: 0.31 -0.64 0.15  -0.1974
H: 2.49 -3.19 -1.97  0.2356
H: 3.16 0.77 -2.80  0.1796
H: -5.81 -0.75 0.69  0.1954
H: -5.10 0.34 1.88  0.2020
H: -0.47 -1.56 1.94  0.2203
H: 3.58 -4.07 -0.92  0.2377
H: -1.61 5.93 0.60  0.2185
Si: 4.08 -1.71 -0.69  1.9059
O: -4.43 -2.03 4.43  -0.9373
H: 0.39 7.16 -1.38  0.2024
O: 3.38 -0.26 -1.05  -0.8977
H: 0.64 0.25 0.67  0.2219
H: 4.98 -0.68 1.35  0.2386
C: 5.68 -1.96 -1.64  -1.1460
C: -1.31 6.23 -0.41  -0.6414
O: 2.07 5.35 -1.85  -0.9417
C: -5.18 -0.70 1.58  -0.0769
C: 0.51 -0.73 -1.19  -0.0074
H: 0.03 -3.22 -4.83  0.1938
H: -3.18 -1.24 2.19  0.2255
H: -3.93 -2.39 1.09  0.2194
H: 0.70 0.61 -2.86  0.2318
S: -5.54 -1.20 4.10  2.3879
H: 2.72 4.37 1.46  0.2543
C: -7.00 -1.85 4.83  -0.8871
C: 0.08 -1.90 -1.86  0.1682
H: 5.68 -1.52 -2.64  0.2405
C: -0.32 -1.67 0.87  -0.1976
H: 1.30 1.23 -1.30  0.2292
C: -0.75 -4.15 -3.03  0.0053
O: -5.95 -1.42 2.58  -0.7253
H: 0.03 7.81 0.22  0.1956
H: -1.06 -5.06 -3.55  0.1945
O: 0.77 3.75 -0.49  -0.9437
C: -0.55 -2.94 -1.13  0.0931
H: 5.06 -2.46 1.48  0.2358
O: -5.46 0.21 4.35  -0.9438
H: -2.05 6.94 -0.79  0.2181
S: 1.65 4.87 -0.57  2.3891
H: 6.49 -1.53 -1.06  0.2369
C: -0.13 -3.11 -3.76  0.0075
H: 2.18 -3.26 -0.22  0.2429
H: -7.13 -2.87 4.48  0.2537
H: -6.85 -1.84 5.90  0.2540
H: -3.35 -0.83 0.48  0.2248
H: -7.84 -1.23 4.55  0.2512
C: 3.06 4.56 0.45  -0.8884
C: 4.46 -1.62 1.14  -1.1353
H: 3.72 5.42 0.40  0.2516
C: 0.05 6.90 -0.38  -0.0764
C: 2.95 -3.17 -0.99  -1.1558
H: 3.52 -1.61 1.69  0.2384
O: 1.06 6.08 0.26  -0.7243
H: 2.70 -0.92 -2.92  0.1739
C: -3.83 -1.33 1.32  -0.6441
C: 1.24 0.35 -1.95  -0.4437

Values from the calculation:
charge: 0
HOMO-LUMO gap: 8.84 eV
SMILES string: C[Si](C)(C)OCCc1cccc2nccnc12.CCOS(C)(=O)=O.CCOS(C)(=O)=O



# 5
DFT (ωB97M-V/def2-TZVPD) results for a structure of composition C19H35AlB2N5O3 at a distorted geometry.

Each line ends with the natural charge from an NBO analysis.
Element x y z (Å)
H: 0.07 2.38 -0.65  0.1893
N: 4.68 -3.13 0.07  -0.3274
H: 4.31 0.99 1.12  0.2056
H: -1.20 -3.63 0.86  0.2090
H: -3.48 -0.25 -2.38  0.2646
H: -5.17 0.27 -2.53  0.2489
H: 2.02 3.67 -0.52  0.1917
C: 3.02 -1.66 2.56  -0.4197
H: 3.83 -0.23 -0.05  0.1775
B: 2.41 0.72 2.66  0.5557
H: -4.63 -0.63 -1.10  0.2728
H: 2.77 3.88 2.61  -0.3846
H: -0.85 0.74 2.39  0.2268
C: 2.12 2.64 -0.16  -0.9192
H: 2.05 -2.17 2.60  0.1779
N: -0.25 1.24 -2.78  -0.6358
C: -0.92 -3.34 -1.26  -0.2635
C: 1.07 1.19 -2.07  -0.2306
H: -0.09 1.75 -3.64  0.3524
C: -0.75 -0.08 -3.19  -0.2400
N: -4.83 1.96 1.35  -0.3567
C: -0.90 -1.04 -2.03  -0.0984
O: -0.98 3.98 1.70  -1.0041
H: -2.17 1.86 2.70  0.1945
H: -5.15 4.94 2.32  0.2435
H: 2.14 1.28 4.48  0.4869
C: -1.23 -1.56 0.31  -0.2177
H: -3.42 4.71 1.95  0.2913
C: -4.44 4.52 1.61  -0.7361
N: -5.06 -2.76 -3.38  -0.3693
H: 1.76 1.81 -2.64  0.1847
Al: 1.92 2.68 1.89  0.6683
H: -1.24 0.41 -0.49  0.2288
H: -0.16 -0.55 -3.97  0.1908
H: 2.35 -5.22 -0.12  0.2568
H: 0.87 0.93 0.06  0.2039
C: -0.81 -2.41 -2.29  0.2725
H: -1.48 -2.99 -4.00  0.4827
C: -4.66 3.09 1.47  0.3045
H: 1.47 0.18 -2.06  0.1811
C: -1.09 1.70 2.85  -1.0656
O: 2.16 0.44 4.01  -0.9415
H: -0.88 1.62 3.92  0.2391
H: -1.74 0.07 -3.62  0.1829
H: -0.86 -4.39 -1.49  0.2099
C: 0.96 1.76 -0.64  -0.4309
O: -0.61 -2.88 -3.59  -0.7170
H: -4.58 5.00 0.64  0.2452
H: -1.31 3.73 0.83  0.4796
N: 2.88 -0.39 1.84  -0.7374
H: -1.39 -1.23 1.33  0.2228
C: -1.13 -0.64 -0.73  -0.1449
H: 3.10 2.29 -0.48  0.1930
H: 4.90 -0.68 1.31  0.1853
C: 4.05 -4.02 -0.29  0.2905
C: -4.82 -1.78 -2.84  0.3073
C: 3.25 -5.15 -0.73  -0.7172
H: 2.96 -5.01 -1.77  0.2551
H: 3.39 -1.54 3.58  0.1827
C: -1.12 -2.92 0.05  -0.2135
H: 3.82 -6.07 -0.64  0.2435
B: -0.22 2.85 2.17  0.5973
H: 3.69 -2.34 2.05  0.1929
C: 4.06 -0.06 1.01  -0.3903
C: -4.51 -0.52 -2.17  -0.7278

Values from the calculation:
charge: -1
HOMO-LUMO gap: 5.93 eV



# 6
DFT (ωB97M-V/def2-TZVPD) results for a structure of composition C19H35Ba2N4O at a distorted geometry.

Each line ends with the natural charge from an NBO analysis.
Element x y z (Å)
N: 10.21 -14.13 -18.70  -0.4178
H: 6.34 -19.85 -18.28  0.1920
H: 1.16 -12.48 -17.17  0.2052
H: 8.06 -14.48 -16.58  0.1986
H: 2.99 -10.60 -15.60  0.2100
H: 3.06 -18.32 -18.98  0.2104
C: 9.36 -13.34 -18.57  0.3466
C: 1.21 -18.82 -14.23  -0.6084
C: 9.41 -20.01 -14.11  -0.5129
C: 0.49 -10.07 -14.57  0.2697
H: 2.01 -10.92 -13.50  0.2567
Ba: 9.78 -17.87 -21.16  1.7715
H: 0.96 -12.15 -14.09  0.2437
C: 5.16 -18.16 -18.80  0.0761
C: 2.40 -11.51 -15.53  -0.4075
C: 9.60 -17.95 -12.71  -0.6216
H: 4.65 -20.39 -18.52  0.2217
N: -0.25 -9.18 -14.70  -0.2996
H: 3.70 -16.60 -19.00  0.1966
H: 5.17 -19.48 -17.12  0.2264
C: 7.27 -13.80 -16.26  -0.6296
C: 5.29 -19.58 -18.20  -0.6305
C: 0.38 -17.57 -12.23  -0.5337
H: 1.15 -18.88 -15.31  0.2014
H: 1.11 -19.80 -13.75  0.2159
Ba: 5.08 -16.23 -24.19  1.7544
C: 1.44 -11.22 -14.38  -0.5012
H: 2.71 -12.07 -17.57  0.1938
H: 3.29 -12.08 -15.25  0.2190
C: 0.31 -17.68 -13.72  -0.3796
C: 7.78 -12.50 -16.76  -0.4045
C: 8.73 -19.26 -12.98  -0.3934
H: 10.42 -20.33 -13.85  0.2627
H: 1.39 -10.85 -17.43  0.2300
H: 7.25 -11.70 -16.25  0.2485
H: 10.68 -18.07 -12.81  0.2113
H: 3.56 -17.54 -17.45  0.2288
H: 8.80 -20.83 -14.49  0.2554
C: 3.72 -17.58 -18.53  -0.6260
H: 9.49 -17.20 -13.49  0.2027
H: 2.22 -18.52 -13.94  0.1992
H: 8.77 -12.28 -16.36  0.2157
H: -0.38 -16.82 -11.98  0.2613
H: 9.33 -17.50 -11.76  0.2337
N: 2.54 -16.72 -11.01  -0.3293
C: 8.24 -12.41 -18.25  -0.5328
H: 7.24 -13.96 -15.18  0.2478
H: 8.60 -19.76 -12.02  0.2452
C: 9.74 -19.29 -15.36  0.3730
O: 5.57 -18.00 -20.09  -0.8034
N: 9.96 -18.73 -16.36  -0.4640
H: -0.03 -18.39 -11.64  0.2620
H: 0.73 -16.83 -14.25  0.2054
H: -0.74 -17.81 -13.99  0.2190
H: 5.85 -17.67 -18.12  0.1725
H: 6.28 -14.14 -16.55  0.2080
H: 7.30 -12.40 -18.80  0.2522
H: 8.71 -11.45 -18.48  0.2722
C: 1.60 -17.14 -11.57  0.2872
C: 1.89 -11.70 -16.96  -0.6197
H: 7.74 -18.92 -13.29  0.2118

Values from the calculation:
relative energy (zero: lowest compared OMol25 entry of this formula, charge and spin): 683.1 kJ/mol
charge: +3
HOMO-LUMO gap: 3.32 eV



# 7
DFT (ωB97M-V/def2-TZVPD) results for a cluster of 3 separate species, C19H35BrO13P2 in total at a distorted geometry.

Each line ends with the natural charge from an NBO analysis.
Element x y z (Å)
H: -6.21 6.79 4.73  0.1759
C: -1.67 -1.61 2.67  -0.6331
H: -1.17 5.01 3.24  0.1681
O: 11.26 -3.50 -2.83  -0.7352
C: -3.83 3.27 0.74  -0.0703
H: -2.97 -0.30 1.58  0.1744
H: 1.93 -3.69 -0.81  0.1865
H: -2.00 -0.67 -3.72  0.1959
H: -1.40 4.34 4.85  0.1970
C: 0.90 -3.58 -2.69  -0.6282
H: -3.70 -0.31 -1.88  0.2246
H: -0.99 -2.45 2.50  0.2245
C: -2.43 2.77 1.06  -0.6355
C: 5.92 -3.38 -3.50  -0.1650
H: 1.54 -4.34 -3.13  0.2191
C: 0.90 -3.69 -1.18  -0.0714
P: -3.98 5.20 2.53  2.3713
O: 0.24 -2.58 -0.57  -0.7941
H: -3.92 -2.05 -1.76  0.2047
O: 4.30 -4.51 -2.31  -0.5203
C: 9.01 -4.32 -3.60  -0.5085
C: 10.47 -4.61 -3.10  0.8015
H: -4.37 -1.22 -3.25  0.2245
C: 8.08 -4.36 -2.35  -0.4460
O: -1.65 -1.17 0.29  -0.8156
H: 9.06 -3.34 -4.11  0.2425
O: 5.71 -5.70 -0.99  -0.4823
H: -2.16 -2.42 -3.49  0.1690
Br: 6.67 -2.17 -4.79  0.1156
C: -2.49 -1.28 1.44  -0.0600
H: 8.40 -3.66 -1.54  0.2435
H: -2.45 2.09 1.92  0.2191
H: -3.29 -2.00 1.28  0.1848
H: -2.78 6.38 5.46  0.2274
H: -2.01 2.24 0.20  0.2247
H: -4.44 2.45 0.36  0.1847
C: -1.85 4.99 4.09  -0.0779
H: -2.32 -1.85 3.51  0.2096
H: -5.45 7.43 3.28  0.1827
O: -1.80 -3.56 0.27  -0.9564
H: 1.25 -2.60 -3.01  0.2261
O: -1.23 -1.38 -1.96  -0.7011
C: -2.24 -1.45 -2.99  -0.0779
O: 10.88 -5.71 -2.99  -0.5356
O: -3.08 4.38 3.69  -0.7001
H: -7.89 5.58 3.49  0.2057
H: -7.83 7.21 2.79  0.2080
H: 11.51 -3.51 -1.89  0.4988
C: -3.64 -1.24 -2.44  -0.6451
H: -1.77 3.60 1.31  0.1878
H: -1.10 6.79 5.02  0.2240
H: -1.04 -0.76 2.95  0.2033
C: -7.27 6.29 2.93  -0.6330
C: 6.59 -4.16 -2.64  -0.0936
H: 8.18 -5.38 -1.91  0.2544
H: -0.11 -3.72 -3.09  0.1822
P: -1.39 -2.48 -0.69  2.3732
H: 8.78 -5.16 -4.30  0.2413
C: 5.52 -4.93 -1.83  0.7873
C: -2.05 6.38 4.65  -0.6456
H: 0.43 -4.62 -0.85  0.1798
O: -4.53 6.16 1.50  -0.9574
O: 3.49 -3.04 -3.84  -0.4712
C: -5.98 6.56 3.69  -0.0600
O: -5.13 5.41 3.69  -0.8124
O: -4.49 3.77 1.89  -0.7920
H: -7.08 5.84 1.95  0.2236
H: -2.43 7.07 3.88  0.2037
C: 4.40 -3.56 -3.33  0.7744
H: -3.79 4.04 -0.04  0.1797

Values from the calculation:
charge: 0
HOMO-LUMO gap: 8.92 eV
SMILES string: O=C(O)CCC1=C(Br)C(=O)OC1=O.CCOP(=O)(OCC)OCC.CCOP(=O)(OCC)OCC